1.
DFT (ωB97M-V with the def2-TZVPD basis set) results for a cluster of 5 separate species, C64H145OP4 in total in a non-equilibrium geometry.

Computed properties:
- net charge = +3
- max |F| (eV/Å) = 3.230
- lowest unoccupied orbital energy (eV) = -5.162
- relative energy (zero: lowest compared OMol25 entry of this formula, charge and spin) (kcal/mol) = 63.3

Each line ends with the Mulliken charge.
Atoms and positions in Å:
O1 1.822 -0.171 -0.842  1.306
H1 0.916 0.181 -0.743  -1.797
C1 6.180 5.701 -4.996  -1.307
C2 6.464 4.655 -3.949  -0.704
C3 5.233 3.927 -3.301  -0.542
C4 5.633 2.780 -2.364  -1.026
P1 4.245 1.715 -1.930  -0.670
C5 2.979 2.799 -1.260  0.118
C6 3.533 3.730 -0.170  -0.492
C7 3.667 3.083 1.212  -0.741
C8 2.237 2.618 1.684  -0.765
C9 4.947 0.370 -0.848  -0.165
C10 6.089 -0.440 -1.489  0.035
C11 7.178 -0.977 -0.424  -0.634
C12 8.277 -1.824 -1.106  -1.298
C13 3.714 0.977 -3.499  -1.107
C14 4.777 0.576 -4.496  -1.033
C15 4.082 0.146 -5.858  -0.618
C16 5.218 -0.170 -6.964  -1.422
H2 5.956 6.648 -4.505  0.300
H3 5.291 5.412 -5.555  0.336
H4 7.050 5.902 -5.622  0.374
H5 7.088 5.184 -3.229  0.375
H6 7.148 3.980 -4.463  0.380
H7 4.692 3.508 -4.149  0.234
H8 4.595 4.578 -2.704  0.270
H9 6.043 3.214 -1.452  0.982
H10 6.347 2.097 -2.825  0.818
H11 2.131 2.224 -0.887  -0.516
H12 2.708 3.371 -2.147  0.622
H13 2.746 4.480 -0.094  -0.249
H14 4.460 4.212 -0.481  0.795
H15 3.943 3.850 1.935  0.511
H16 4.526 2.416 1.290  0.327
H17 2.411 2.495 2.753  0.530
H18 1.816 1.642 1.439  -0.166
H19 1.427 3.345 1.635  0.149
H20 4.043 -0.143 -0.521  -0.197
H21 5.347 0.824 0.058  0.476
H22 6.710 0.114 -2.193  0.374
H23 5.707 -1.256 -2.103  -0.375
H24 6.678 -1.587 0.328  0.353
H25 7.599 -0.162 0.165  0.488
H26 8.617 -1.482 -2.083  0.335
H27 7.920 -2.844 -1.253  0.271
H28 9.184 -1.905 -0.507  0.393
H29 3.201 1.793 -4.008  0.891
H30 2.979 0.188 -3.341  0.836
H31 5.423 -0.229 -4.146  0.423
H32 5.476 1.398 -4.652  0.638
H33 3.493 0.965 -6.271  0.517
H34 3.374 -0.659 -5.660  0.278
H35 4.829 -0.925 -7.647  0.387
H36 6.110 -0.567 -6.480  0.350
H37 5.563 0.587 -7.669  0.384
C17 -3.152 2.780 2.475  -1.038
C18 -3.529 3.742 1.324  -0.889
C19 -2.400 4.116 0.450  0.508
C20 -2.969 4.824 -0.749  -1.386
P2 -1.834 5.436 -2.036  0.932
C21 -0.776 6.710 -1.297  -1.177
C22 0.323 6.357 -0.271  0.345
C23 0.744 7.514 0.539  -0.602
C24 1.960 7.320 1.432  -1.345
C25 -0.739 3.995 -2.499  -0.547
C26 -1.400 2.679 -3.089  -0.741
C27 -0.307 1.578 -3.198  1.245
C28 -0.942 0.451 -4.023  -1.943
C29 -2.817 6.191 -3.365  -0.972
C30 -3.416 5.172 -4.395  -0.301
C31 -4.530 5.760 -5.239  -0.651
C32 -4.225 6.475 -6.518  -1.343
H38 -4.001 2.409 3.049  0.373
H39 -2.614 3.420 3.174  0.519
H40 -2.486 1.979 2.152  0.004
H41 -4.065 4.592 1.747  0.438
H42 -4.222 3.175 0.703  0.456
H43 -1.751 3.298 0.138  -0.250
H44 -1.727 4.643 1.127  0.171
H45 -3.672 5.612 -0.480  0.776
H46 -3.493 4.088 -1.358  0.474
H47 -1.489 7.337 -0.761  0.395
H48 -0.332 7.232 -2.145  0.612
H49 1.114 6.013 -0.937  0.075
H50 0.071 5.494 0.345  -0.100
H51 -0.146 7.817 1.091  0.398
H52 1.032 8.291 -0.169  0.302
H53 1.825 6.522 2.162  0.312
H54 2.100 8.230 2.016  0.413
H55 2.840 7.044 0.851  0.323
H56 -0.327 3.628 -1.559  -0.280
H57 0.042 4.391 -3.149  0.926
H58 -1.771 2.842 -4.101  0.351
H59 -2.291 2.317 -2.576  0.392
H60 0.070 1.224 -2.238  -0.672
H61 0.541 1.842 -3.830  0.138
H62 -1.241 0.884 -4.978  0.567
H63 -1.841 0.058 -3.546  0.333
H64 -0.309 -0.401 -4.269  0.353
H65 -2.150 6.868 -3.899  0.457
H66 -3.624 6.724 -2.860  0.607
H67 -3.831 4.418 -3.726  0.367
H68 -2.641 4.650 -4.955  0.319
H69 -5.071 6.528 -4.687  0.286
H70 -5.252 4.971 -5.448  0.387
H71 -3.679 7.374 -6.231  0.333
H72 -5.112 6.919 -6.971  0.404
H73 -3.729 5.879 -7.284  0.330
C33 -3.527 -1.995 8.632  -1.465
C34 -3.543 -1.835 7.111  -0.582
C35 -4.961 -1.756 6.449  -0.396
C36 -4.755 -1.265 4.951  -0.732
P3 -5.515 -2.101 3.544  0.714
C37 -4.963 -3.914 3.839  -1.553
C38 -3.467 -4.210 3.462  0.977
C39 -2.947 -5.579 3.887  -1.088
C40 -1.445 -5.751 3.608  -0.721
C41 -7.339 -2.173 3.645  -1.024
C42 -8.002 -2.545 4.992  -0.912
C43 -8.779 -1.375 5.733  -0.464
C44 -9.203 -1.755 7.163  -1.353
C45 -4.892 -1.372 1.992  -1.512
C46 -3.394 -0.870 2.018  1.173
C47 -2.964 -0.352 0.602  -0.781
C48 -1.394 -0.002 0.549  0.853
H74 -4.073 -2.892 8.927  0.326
H75 -4.026 -1.118 9.045  0.348
H76 -2.477 -2.031 8.923  0.415
H77 -3.018 -2.681 6.667  0.135
H78 -2.934 -0.968 6.855  0.489
H79 -5.647 -1.110 6.997  0.434
H80 -5.355 -2.768 6.550  0.238
H81 -3.685 -1.332 4.756  0.112
H82 -5.054 -0.217 4.912  0.749
H83 -5.716 -4.548 3.372  0.737
H84 -5.082 -4.082 4.910  0.550
H85 -2.731 -3.514 3.864  -0.731
H86 -3.554 -4.153 2.377  0.350
H87 -3.597 -6.355 3.482  0.443
H88 -2.968 -5.781 4.958  0.414
H89 -0.958 -4.812 3.870  -0.068
H90 -1.327 -5.852 2.529  0.166
H91 -1.043 -6.610 4.147  0.500
H92 -7.471 -2.942 2.884  0.519
H93 -7.579 -1.205 3.205  0.619
H94 -7.300 -3.047 5.658  0.344
H95 -8.875 -3.185 4.865  0.624
H96 -9.673 -1.088 5.179  0.418
H97 -8.145 -0.496 5.848  0.293
H98 -9.910 -2.584 7.211  0.386
H99 -9.417 -0.879 7.775  0.367
H100 -8.363 -2.187 7.707  0.313
H101 -5.590 -0.570 1.752  0.612
H102 -5.097 -2.003 1.127  0.644
H103 -2.756 -1.695 2.333  -0.800
H104 -3.353 -0.020 2.699  0.000
H105 -3.575 0.502 0.309  0.256
H106 -3.195 -1.182 -0.066  0.730
H107 -1.033 0.404 -0.396  -1.047
H108 -0.887 -0.962 0.656  -0.926
H109 -0.993 0.690 1.289  0.529
C49 -2.344 -4.863 -3.640  -1.371
C50 -1.806 -3.642 -2.812  0.085
C51 -0.483 -4.057 -2.031  -0.579
C52 -0.129 -2.976 -1.060  0.359
P4 1.400 -3.366 -0.076  -0.162
C53 2.878 -3.163 -1.098  0.018
C54 3.241 -4.387 -2.008  -0.425
C55 4.413 -4.059 -2.899  -1.019
C56 4.160 -3.016 -4.010  -0.855
C57 1.345 -5.128 0.495  -0.677
C58 2.562 -5.620 1.332  -0.315
C59 2.314 -7.049 1.876  -0.793
C60 2.573 -8.148 0.802  -1.196
C61 1.538 -2.371 1.462  -1.288
C62 0.582 -2.819 2.635  1.167
C63 0.959 -2.123 3.953  -1.229
C64 -0.103 -2.305 5.094  -0.544
H110 -3.430 -4.777 -3.599  0.397
H111 -2.115 -5.793 -3.121  0.342
H112 -1.963 -4.814 -4.660  0.351
H113 -2.561 -3.353 -2.081  0.191
H114 -1.609 -2.807 -3.484  0.071
H115 0.307 -4.362 -2.717  0.044
H116 -0.610 -4.976 -1.459  0.458
H117 -0.930 -2.990 -0.321  0.270
H118 0.077 -1.966 -1.417  0.046
H119 3.774 -2.990 -0.501  0.745
H120 2.818 -2.261 -1.706  -0.506
H121 2.406 -4.826 -2.554  0.258
H122 3.502 -5.241 -1.383  0.200
H123 4.657 -5.021 -3.349  0.427
H124 5.310 -3.762 -2.355  0.338
H125 4.273 -2.003 -3.623  -0.104
H126 3.133 -2.925 -4.365  0.438
H127 4.685 -3.221 -4.943  0.486
H128 1.264 -5.828 -0.336  1.007
H129 0.373 -5.226 0.980  -0.078
H130 2.760 -5.039 2.233  0.325
H131 3.444 -5.556 0.694  0.241
H132 1.386 -7.236 2.417  0.144
H133 2.874 -7.149 2.806  0.510
H134 1.888 -8.307 -0.030  0.280
H135 2.570 -9.157 1.214  0.439
H136 3.588 -8.007 0.429  0.295
H137 1.318 -1.331 1.223  -0.003
H138 2.514 -2.402 1.945  1.232
H139 0.617 -3.903 2.742  0.020
H140 -0.429 -2.639 2.269  -0.508
H141 1.245 -1.077 3.844  0.447
H142 1.901 -2.539 4.310  0.464
H143 0.017 -3.295 5.535  0.328
H144 -1.095 -2.274 4.644  -0.332
H145 -0.093 -1.477 5.803  0.524


2.
DFT (ωB97M-V with the def2-TZVPD basis set) results for the ion C2H4N4 with charge +2 in a non-equilibrium geometry.

Computed properties:
- net charge = +2
- structure (SMILES) = C=[N+]=CN[N+]#N
- max |F| (eV/Å) = 2.922
- lowest unoccupied orbital energy (eV) = -11.529
- relative energy (zero: lowest compared OMol25 entry of this formula, charge and spin) (kcal/mol) = 27.9

Each line ends with the Mulliken charge.
Atoms and positions in Å:
C1 0.872 0.089 -0.310  0.085
C2 -1.485 -0.421 0.103  -0.068
N1 1.424 -0.114 1.795  0.611
N2 0.781 -0.450 2.622  -0.026
N3 1.792 0.368 0.692  0.050
N4 -0.294 -0.136 0.076  -0.017
H1 0.947 0.027 -1.375  0.436
H2 -2.290 0.290 0.004  0.323
H3 -1.561 -1.480 0.110  0.323
H4 2.723 0.620 0.618  0.283


3.
DFT (ωB97M-V with the def2-TZVPD basis set) results for the ion C9H20FN4O2P2 with charge +1 in a non-equilibrium geometry.

Computed properties:
- net charge = +1
- structure (SMILES) = CCC[C@H]1C[N@@H+]([PH2]=N)[C@]([PH2]=N)(C(=O)NC(=O)F)C1
- max |F| (eV/Å) = 4.097
- lowest unoccupied orbital energy (eV) = -3.685
- relative energy (zero: lowest compared OMol25 entry of this formula, charge and spin) (kcal/mol) = 0.0

Each line ends with the Mulliken charge.
Atoms and positions in Å:
C1 -2.318 3.106 0.868  -1.225
C2 -2.294 1.517 0.801  0.079
C3 -1.376 0.887 1.918  -1.020
C4 -0.941 -0.609 1.657  0.400
C5 -1.515 -1.322 0.377  -1.015
N1 -0.394 -1.392 -0.657  -0.100
P1 -0.808 -0.739 -2.308  0.452
N2 -1.022 -1.958 -3.286  -0.738
C6 0.921 -0.924 -0.094  0.557
P2 1.260 0.960 -0.332  0.227
N3 1.869 1.638 0.958  -0.790
C7 2.126 -1.899 -0.346  -0.161
O1 1.918 -3.042 -0.572  -0.391
N4 3.521 -1.469 -0.268  -0.193
C8 3.952 -0.762 -1.419  0.457
O2 4.996 -0.252 -1.423  -0.397
F1 3.149 -0.713 -2.529  -0.179
C9 0.586 -0.966 1.477  -1.387
H1 -3.163 3.416 0.201  0.377
H2 -2.456 3.490 1.900  0.334
H3 -1.388 3.490 0.375  0.267
H4 -1.987 1.265 -0.241  -0.151
H5 -3.341 1.196 1.025  0.369
H6 -0.513 1.541 2.165  0.377
H7 -2.007 0.869 2.845  0.399
H8 -1.290 -1.167 2.561  0.513
H9 -2.540 -1.099 0.013  0.433
H10 -1.588 -2.389 0.718  0.352
H11 -0.407 -2.408 -0.879  0.629
H12 -2.025 0.000 -2.230  0.168
H13 0.242 0.053 -2.845  0.120
H14 -0.333 -1.869 -4.043  0.277
H15 0.051 1.641 -0.672  0.080
H16 2.168 1.157 -1.420  0.240
H17 1.208 2.368 1.244  0.320
H18 3.737 -0.971 0.599  0.395
H19 0.656 -2.077 1.681  0.541
H20 1.345 -0.567 2.181  0.385


4.
DFT (ωB97M-V with the def2-TZVPD basis set) results for a structure of composition C18H19N7Ru.

Computed properties:
- net charge = +1
- spin multiplicity = 2
- max |F| (eV/Å) = 0.140
- lowest unoccupied orbital energy (spin up / spin down) (eV) = -2.720 / -4.530
- relative energy (zero: lowest compared OMol25 entry of this formula, charge and spin) (kcal/mol) = 0.0

Each line ends with the Mulliken charge.
Atoms and positions in Å:
Ru1 -0.841 0.118 0.380  0.460
C1 -1.421 1.022 2.265  -0.862
C2 -0.216 1.639 1.795  -0.312
C3 -0.531 2.340 0.589  -0.252
C4 -1.884 2.114 0.303  -0.596
C5 -2.453 1.293 1.329  -0.256
H1 -1.519 0.435 3.164  0.563
H2 0.748 1.624 2.278  0.489
H3 0.161 2.916 0.000  0.536
H4 -2.405 2.467 -0.574  0.477
H5 -3.478 0.969 1.388  0.442
C6 1.902 0.323 -1.248  -1.412
N1 0.900 -0.532 -0.621  0.619
C7 1.088 -1.811 -0.567  -0.129
C8 0.165 -2.576 0.181  -0.096
C9 0.013 -3.920 0.496  -0.726
C10 -1.087 -3.997 1.366  -0.791
C11 -1.536 -2.700 1.571  -0.494
N2 -0.789 -1.831 0.850  0.362
C12 2.618 1.183 -0.231  0.667
C13 3.068 0.626 0.962  -0.354
C14 3.716 1.411 1.902  -0.702
C15 3.924 2.763 1.657  -0.485
C16 3.490 3.322 0.464  -0.625
C17 2.839 2.532 -0.475  -0.363
H6 1.424 0.967 -1.990  0.376
H7 2.625 -0.310 -1.774  0.389
H8 1.944 -2.267 -1.062  0.410
H9 0.624 -4.735 0.145  0.486
H10 -1.493 -4.887 1.816  0.442
H11 -2.354 -2.356 2.184  0.493
H12 2.904 -0.427 1.162  0.373
H13 4.065 0.968 2.825  0.411
H14 4.431 3.375 2.390  0.423
H15 3.661 4.371 0.262  0.412
H16 2.507 2.971 -1.410  0.433
N3 -4.664 -1.346 -3.014  -0.590
N4 -3.379 -1.056 -2.610  1.119
N5 -2.370 -1.034 -3.450  -0.888
C18 -1.387 -0.619 -2.668  -0.348
N6 -1.819 -0.419 -1.418  0.488
N7 -3.113 -0.688 -1.401  -0.726
H17 -4.598 -1.831 -3.902  0.330
H18 -5.103 -1.928 -2.309  0.293
H19 -0.374 -0.477 -2.998  0.513


The evaluated total energy for the records listed, in turn: -3965.279650; -296.739882; -1506.610353; -1175.232742 hartree.